# 1
This record from OMol25 describes 2 unconnected molecules or ions with the total composition ClHNO3P in a non-equilibrium geometry. The level of theory is the ωB97M-V functional and the def2-TZVPD basis.

Atoms and positions in Å:
O  -1.454  0.667  -1.164
N  -0.719  0.730  -0.219
O  -0.463  1.685  0.462
H  -0.225  -0.172  0.045
O  2.379  -0.704  0.172
P  3.266  0.375  0.572
Cl  4.979  0.137  -0.511

Energy relative to the best compared isomer or geometry (same formula, charge and spin) in kJ/mol: 81.57
Structure (SMILES): O=[NH+][O-].O=PCl
Max |F| in eV/A: 1.52
HOMO level in eV: -11.273
LUMO energy in Ha: -0.050

# 2
This record from OMol25 describes a molecular structure, C34H23AsF5NPdS2. The level of theory is the ωB97M-V functional and the def2-TZVPD basis.

Atoms and positions in Å:
Pd  -0.574  -1.859  0.336
C  -0.841  -0.030  3.055
C  -1.529  -1.337  3.301
C  -2.098  -1.613  4.573
C  -2.772  -2.777  4.764
C  -2.880  -3.718  3.712
C  -3.610  -4.919  3.864
C  -3.679  -5.785  2.804
C  -3.007  -5.512  1.606
C  -2.238  -4.368  1.405
S  -1.323  -4.156  -0.050
C  -2.231  -3.410  2.492
N  -1.601  -2.208  2.320
H  -1.219  0.749  3.721
H  -0.957  0.262  2.010
H  0.237  -0.111  3.210
H  -2.001  -0.880  5.364
H  -3.238  -3.003  5.718
H  -4.100  -5.127  4.809
H  -4.245  -6.707  2.892
H  -3.050  -6.230  0.796
F  2.947  7.168  3.630
C  2.750  5.936  3.107
C  2.398  4.869  3.913
F  2.254  5.072  5.241
C  2.194  3.617  3.371
F  1.855  2.641  4.231
C  2.327  3.328  1.999
S  2.062  1.767  1.332
C  2.683  4.449  1.226
F  2.835  4.322  -0.106
C  2.890  5.709  1.750
F  3.231  6.738  0.945
C  -1.219  -2.729  -5.341
C  -2.075  -2.566  -4.259
C  -1.644  -1.895  -3.125
C  -0.364  -1.343  -3.056
C  0.495  -1.542  -4.133
C  0.072  -2.228  -5.266
As  0.124  -0.466  -1.340
C  -0.597  1.323  -1.807
C  0.125  2.491  -1.569
C  -0.443  3.736  -1.807
C  -1.744  3.837  -2.282
C  -2.477  2.679  -2.507
C  -1.908  1.436  -2.265
C  2.018  -0.127  -1.707
C  2.494  0.704  -2.717
C  3.858  0.880  -2.902
C  4.761  0.218  -2.080
C  4.295  -0.615  -1.074
C  2.929  -0.782  -0.887
H  -1.548  -3.266  -6.224
H  -3.071  -2.992  -4.284
H  -2.283  -1.854  -2.249
H  1.509  -1.168  -4.092
H  0.761  -2.376  -6.091
H  1.124  2.437  -1.153
H  0.138  4.628  -1.600
H  -2.187  4.809  -2.464
H  -3.499  2.741  -2.866
H  -2.502  0.545  -2.434
H  1.794  1.230  -3.356
H  4.216  1.541  -3.683
H  5.827  0.364  -2.216
H  4.994  -1.118  -0.416
H  2.551  -1.407  -0.086

Net charge: -2
Energy relative to the best compared isomer or geometry (same formula, charge and spin) in kJ/mol: 0.00
Max |F| in eV/A: 0.44
HOMO level in eV: -0.741
LUMO energy in Ha: 0.167

# 3
This record from OMol25 describes 7 unconnected molecules or ions with the total composition C30H42Cl12N in a non-equilibrium geometry. The level of theory is the ωB97M-V functional and the def2-TZVPD basis.

Atoms and positions in Å:
C  -1.894  3.918  -6.765
C  -3.035  4.353  -5.806
C  -3.869  3.236  -5.118
C  -3.540  1.708  -5.369
C  -4.420  0.624  -4.579
C  -3.743  0.080  -3.223
C  -3.021  1.199  -2.324
C  -1.467  0.851  -2.007
C  -0.590  0.348  -3.206
C  0.907  -0.019  -3.066
C  1.543  0.083  -1.644
C  3.072  -0.333  -1.487
C  3.638  -0.256  -0.043
N  2.791  0.204  1.065
C  1.421  0.621  0.963
C  0.672  0.575  -0.423
C  -0.853  0.997  -0.566
C  -2.376  1.335  -6.364
C  -1.513  2.445  -7.077
H  -1.286  4.753  -7.269
H  -3.309  5.435  -5.552
H  -4.711  3.489  -4.386
H  -5.437  1.111  -4.315
H  -4.611  -0.307  -5.241
H  -4.582  -0.428  -2.603
H  -3.036  -0.789  -3.521
H  -3.126  2.272  -2.701
H  -3.543  1.175  -1.288
H  -1.090  0.252  -4.226
H  1.549  -0.382  -3.949
H  3.675  -0.693  -2.398
H  4.732  -0.582  0.119
H  3.231  0.223  2.004
H  0.882  0.960  1.911
H  -1.461  1.382  0.330
H  -2.110  0.239  -6.589
H  -0.638  2.215  -7.780
Cl  -7.494  0.451  -7.066
C  -7.881  -1.214  -7.568
C  -7.086  -2.244  -6.791
Cl  -5.352  -2.203  -7.202
H  -7.701  -1.294  -8.642
H  -8.949  -1.358  -7.390
H  -7.444  -3.247  -7.030
H  -7.183  -2.097  -5.714
Cl  8.043  -1.324  3.374
C  6.431  -1.924  2.918
C  5.374  -0.840  2.994
Cl  5.042  -0.342  4.671
H  6.188  -2.768  3.566
H  6.510  -2.294  1.893
H  4.433  -1.209  2.581
H  5.667  0.049  2.429
Cl  2.190  -2.497  9.153
C  3.833  -2.162  8.555
C  4.240  -0.719  8.775
Cl  3.313  0.406  7.748
H  3.870  -2.433  7.498
H  4.509  -2.824  9.099
H  5.293  -0.586  8.520
H  4.102  -0.417  9.816
Cl  5.951  4.397  7.028
C  4.337  3.798  6.573
C  3.280  4.882  6.650
Cl  2.949  5.379  8.328
H  4.095  2.953  7.222
H  4.415  3.428  5.548
H  2.339  4.512  6.239
H  3.573  5.769  6.085
Cl  1.831  1.385  12.970
C  1.453  -0.287  12.487
C  2.256  -1.306  13.272
Cl  3.988  -1.261  12.857
H  1.631  -0.377  11.413
H  0.387  -0.436  12.670
H  1.902  -2.313  13.043
H  2.161  -1.149  14.348
Cl  -4.883  -4.217  -10.976
C  -3.345  -4.946  -10.451
C  -2.895  -4.423  -9.102
Cl  -2.403  -2.712  -9.173
H  -2.599  -4.756  -11.225
H  -3.510  -6.024  -10.395
H  -2.027  -4.988  -8.756
H  -3.683  -4.518  -8.352

Net charge: +1
Max |F| in eV/A: 5.33
HOMO level in eV: -10.522
LUMO energy in Ha: -0.175

# 4
This record from OMol25 describes 2 unconnected molecules or ions with the total composition CClF3OS in a non-equilibrium geometry. The level of theory is the ωB97M-V functional and the def2-TZVPD basis.

Atoms and positions in Å:
C  0.836  -0.536  0.228
O  -0.982  1.326  1.253
F  1.188  -0.936  1.479
F  1.392  0.682  -0.076
F  -2.256  0.978  -2.246
S  -1.032  0.168  0.406
Cl  0.854  -1.681  -1.043

Energy relative to the best compared isomer or geometry (same formula, charge and spin) in kJ/mol: 363.30
Max |F| in eV/A: 4.21
HOMO level (alpha / beta) in eV: -10.766 / -9.840
LUMO energy (alpha / beta) in Ha: -0.074 / -0.143

# 5
This record from OMol25 describes a single C3H10NP molecule in a non-equilibrium geometry. The level of theory is the ωB97M-V functional and the def2-TZVPD basis.

Atoms and positions in Å:
C  -0.346  1.300  1.122
P  0.272  -0.347  0.287
C  1.476  0.276  -0.894
C  -1.318  -0.775  -0.795
N  0.827  -1.616  0.968
H  -1.446  1.391  1.167
H  -0.176  1.251  2.233
H  0.241  2.112  0.620
H  1.099  0.444  -1.923
H  1.754  1.260  -0.537
H  2.390  -0.440  -0.892
H  -1.440  0.023  -1.384
H  -1.080  -1.784  -1.290
H  -2.253  -1.094  -0.173
H  -0.001  -2.001  1.489

Energy relative to the best compared isomer or geometry (same formula, charge and spin) in kJ/mol: 135.32
Structure (SMILES): CP(C)(C)=N
Max |F| in eV/A: 6.34
HOMO level in eV: -8.537
LUMO energy in Ha: 0.030

What did the third record say?
This record from OMol25 describes 7 unconnected molecules or ions with the total composition C30H42Cl12N in a non-equilibrium geometry. The level of theory is the ωB97M-V functional and the def2-TZVPD basis.

Atoms and positions in Å:
C  -1.894  3.918  -6.765
C  -3.035  4.353  -5.806
C  -3.869  3.236  -5.118
C  -3.540  1.708  -5.369
C  -4.420  0.624  -4.579
C  -3.743  0.080  -3.223
C  -3.021  1.199  -2.324
C  -1.467  0.851  -2.007
C  -0.590  0.348  -3.206
C  0.907  -0.019  -3.066
C  1.543  0.083  -1.644
C  3.072  -0.333  -1.487
C  3.638  -0.256  -0.043
N  2.791  0.204  1.065
C  1.421  0.621  0.963
C  0.672  0.575  -0.423
C  -0.853  0.997  -0.566
C  -2.376  1.335  -6.364
C  -1.513  2.445  -7.077
H  -1.286  4.753  -7.269
H  -3.309  5.435  -5.552
H  -4.711  3.489  -4.386
H  -5.437  1.111  -4.315
H  -4.611  -0.307  -5.241
H  -4.582  -0.428  -2.603
H  -3.036  -0.789  -3.521
H  -3.126  2.272  -2.701
H  -3.543  1.175  -1.288
H  -1.090  0.252  -4.226
H  1.549  -0.382  -3.949
H  3.675  -0.693  -2.398
H  4.732  -0.582  0.119
H  3.231  0.223  2.004
H  0.882  0.960  1.911
H  -1.461  1.382  0.330
H  -2.110  0.239  -6.589
H  -0.638  2.215  -7.780
Cl  -7.494  0.451  -7.066
C  -7.881  -1.214  -7.568
C  -7.086  -2.244  -6.791
Cl  -5.352  -2.203  -7.202
H  -7.701  -1.294  -8.642
H  -8.949  -1.358  -7.390
H  -7.444  -3.247  -7.030
H  -7.183  -2.097  -5.714
Cl  8.043  -1.324  3.374
C  6.431  -1.924  2.918
C  5.374  -0.840  2.994
Cl  5.042  -0.342  4.671
H  6.188  -2.768  3.566
H  6.510  -2.294  1.893
H  4.433  -1.209  2.581
H  5.667  0.049  2.429
Cl  2.190  -2.497  9.153
C  3.833  -2.162  8.555
C  4.240  -0.719  8.775
Cl  3.313  0.406  7.748
H  3.870  -2.433  7.498
H  4.509  -2.824  9.099
H  5.293  -0.586  8.520
H  4.102  -0.417  9.816
Cl  5.951  4.397  7.028
C  4.337  3.798  6.573
C  3.280  4.882  6.650
Cl  2.949  5.379  8.328
H  4.095  2.953  7.222
H  4.415  3.428  5.548
H  2.339  4.512  6.239
H  3.573  5.769  6.085
Cl  1.831  1.385  12.970
C  1.453  -0.287  12.487
C  2.256  -1.306  13.272
Cl  3.988  -1.261  12.857
H  1.631  -0.377  11.413
H  0.387  -0.436  12.670
H  1.902  -2.313  13.043
H  2.161  -1.149  14.348
Cl  -4.883  -4.217  -10.976
C  -3.345  -4.946  -10.451
C  -2.895  -4.423  -9.102
Cl  -2.403  -2.712  -9.173
H  -2.599  -4.756  -11.225
H  -3.510  -6.024  -10.395
H  -2.027  -4.988  -8.756
H  -3.683  -4.518  -8.352

Net charge: +1
Max |F| in eV/A: 5.33
HOMO level in eV: -10.522
LUMO energy in Ha: -0.175

> The highest max |F| belongs to which entry?

C3H10NP